(1)
The following is a quantum chemistry calculation of a molecular structure, C4H6ClNSe in a non-equilibrium geometry, from the Open Molecules 2025 dataset.

Each line ends with the Mulliken charge.
Positions of all 13 atoms, in Å:
C -1.916 0.539 -0.445  0.46
C 1.624 -0.550 -1.048  -0.95
C 0.013 -0.770 1.219  -0.74
C -1.462 1.384 0.631  -0.45
N -2.204 -0.170 -1.317  -0.48
Cl -0.057 2.364 0.219  -0.12
Se 1.640 0.025 0.820  0.17
H 0.744 -1.162 -1.391  0.32
H 1.604 0.255 -1.640  0.34
H 2.455 -1.295 -1.326  0.33
H -0.308 -0.800 2.284  0.33
H -0.147 -1.425 0.432  0.41
H -1.986 1.606 1.560  0.39

The HOMO-LUMO gap (spin up / spin down) comes out at 7.82 / 6.79 eV. Its HOMO energy (spin up / spin down) is -8.3 / -7.7 eV. The energy above the lowest of the compared OMol25 structures with the same formula, charge and spin comes out at 264.4 kJ/mol.


(2)
The following is a quantum chemistry calculation of a single C5H11NO molecule in a non-equilibrium geometry, from the Open Molecules 2025 dataset.

Each line ends with the Mulliken charge.
Positions of all 18 atoms, in Å:
C 0.654 -1.960 1.084  -0.92
C 0.769 -0.449 1.335  -0.55
N -0.017 0.256 0.263  -0.01
C -1.438 0.579 0.394  -1.09
C 0.649 0.574 -0.898  0.82
O 1.830 0.299 -1.050  -0.64
C -0.101 1.330 -2.002  -1.24
H 0.178 -2.548 1.877  0.30
H 1.579 -2.459 0.781  0.29
H -0.004 -1.926 0.225  0.26
H 1.809 -0.115 1.258  0.34
H 0.403 -0.173 2.334  0.42
H -1.586 1.646 0.601  0.34
H -2.013 0.357 -0.518  0.33
H -1.900 0.001 1.198  0.38
H 0.635 1.569 -2.774  0.31
H -0.540 2.264 -1.636  0.33
H -0.908 0.753 -2.471  0.33

The HOMO-LUMO gap comes out at 10.01 eV. The SMILES is CCN(C)C(C)=O. Its HOMO energy is -9.1 eV. The energy above the lowest of the compared OMol25 structures with the same formula, charge and spin comes out at 74.0 kJ/mol.


(3)
The following is a quantum chemistry calculation of a molecular structure, C31H26F5N2O2P2V in a non-equilibrium geometry, from the Open Molecules 2025 dataset.

Each line ends with the Mulliken spin population.
Positions of all 69 atoms, in Å:
V -0.042 0.088 0.157  2.96
O -1.029 0.034 1.914  -0.05
P -0.253 -0.324 3.178  0.03
C 0.459 -2.003 3.018  0.00
P 0.268 -2.671 1.341  -0.03
O 0.982 -1.731 0.355  -0.02
C -1.474 -2.850 1.030  0.02
C -2.304 -3.441 1.986  0.00
C -3.667 -3.538 1.746  0.00
C -4.201 -3.034 0.565  0.00
C -3.377 -2.450 -0.387  0.03
C -2.013 -2.366 -0.159  0.06
C 1.000 -4.291 1.340  0.01
C 0.251 -5.464 1.255  0.00
C 0.898 -6.693 1.254  0.00
C 2.283 -6.751 1.333  0.00
C 3.035 -5.582 1.407  0.00
C 2.398 -4.352 1.409  0.00
C 1.105 0.790 3.455  -0.01
C 2.206 0.445 4.245  0.00
C 3.223 1.365 4.444  0.00
C 3.149 2.621 3.850  0.00
C 2.054 2.971 3.074  0.01
C 1.024 2.061 2.882  0.00
C -1.344 -0.324 4.578  0.00
C -2.634 0.173 4.404  0.00
C -3.501 0.212 5.490  0.00
C -3.080 -0.240 6.732  0.00
C -1.791 -0.735 6.907  0.00
C -0.920 -0.776 5.830  0.00
H -0.003 -2.684 3.734  0.00
H 1.532 -1.975 3.205  0.00
H -1.899 -3.830 2.914  0.00
H -4.312 -3.999 2.482  0.00
H -5.268 -3.096 0.386  0.00
H -3.794 -2.056 -1.305  0.00
H -1.378 -1.922 -0.916  -0.06
H -0.829 -5.425 1.178  0.00
H 0.319 -7.606 1.186  0.00
H 2.782 -7.712 1.332  0.00
H 4.116 -5.632 1.456  0.00
H 2.986 -3.441 1.445  0.00
H 2.275 -0.529 4.717  0.00
H 4.075 1.102 5.057  0.00
H 3.955 3.331 3.994  0.00
H 1.999 3.950 2.615  0.00
H 0.164 2.332 2.283  0.00
H -2.953 0.515 3.427  0.00
H -4.505 0.597 5.363  0.00
H -3.760 -0.206 7.576  0.00
H -1.469 -1.083 7.880  0.00
H 0.089 -1.153 5.974  0.00
N -0.074 0.094 -2.774  0.01
N 0.961 0.051 -1.767  0.03
H 0.337 0.003 -3.696  0.00
H -0.506 1.006 -2.704  0.01
H 1.676 0.751 -1.924  0.01
H 1.400 -0.859 -1.831  0.02
F -2.713 1.199 -0.207  0.00
C -1.868 2.266 -0.316  0.12
C -0.515 2.019 -0.287  0.05
C 0.264 3.145 -0.423  -0.20
F 1.621 3.050 -0.412  0.00
C -0.237 4.423 -0.559  -0.04
F 0.562 5.486 -0.672  0.00
C -1.605 4.604 -0.569  0.03
F -2.114 5.826 -0.701  0.00
C -2.441 3.514 -0.447  -0.01
F -3.762 3.698 -0.462  0.00

The HOMO-LUMO gap (spin up / spin down) comes out at 7.64 / 8.73 eV. Its HOMO energy (spin up / spin down) is -10.1 / -11.1 eV. As for the total charge: +1. The spin multiplicity is 4. The expectation value of S² is 3.759.


(4)
The following is a quantum chemistry calculation of 2 unconnected molecules or ions with the total composition C2BrN2O2 in a non-equilibrium geometry, from the Open Molecules 2025 dataset.

Each line ends with the Mulliken charge.
Positions of all 7 atoms, in Å:
C -0.263 0.682 -0.030  0.64
C -0.973 -0.532 -0.147  -0.36
N 1.975 -1.048 -0.568  0.01
N 2.424 -0.829 0.414  -0.02
O 0.121 1.709 -0.529  -0.64
O -0.396 0.051 1.130  -0.29
Br -2.887 -0.034 -0.270  -0.35

The HOMO-LUMO gap comes out at 7.11 eV. Its HOMO energy is -3.4 eV. The energy above the lowest of the compared OMol25 structures with the same formula, charge and spin comes out at 11.2 kJ/mol. As for the total charge: -1.


(5)
The following is a quantum chemistry calculation of 2 unconnected molecules or ions with the total composition CH5NO in a non-equilibrium geometry, from the Open Molecules 2025 dataset.

Each line ends with the Mulliken charge.
Positions of all 8 atoms, in Å:
C -0.840 -1.114 0.085  -1.17
N 1.472 1.528 0.291  -0.04
O 1.949 0.794 -0.622  -0.20
H 0.177 -1.509 0.127  0.32
H -0.694 0.015 -0.226  0.14
H -1.624 -1.130 -0.591  0.35
H -1.215 -0.781 0.923  0.37
H 0.776 2.196 0.013  0.24

The HOMO-LUMO gap (spin up / spin down) comes out at 9.04 / 9.04 eV. The SMILES is N=O.C. Its HOMO energy (spin up / spin down) is -9.9 / -9.9 eV. The energy above the lowest of the compared OMol25 structures with the same formula, charge and spin comes out at 413.1 kJ/mol.


(6)
The following is a quantum chemistry calculation of a molecular structure, C26H43BeCl3N3O3Si in a non-equilibrium geometry, from the Open Molecules 2025 dataset.

Each line ends with the Mulliken charge.
Positions of all 80 atoms, in Å:
C 3.605 2.261 -0.273  -1.48
C 2.546 2.451 0.763  0.18
H 4.071 3.207 -0.566  0.42
H 3.161 1.795 -1.162  -0.02
H 4.387 1.580 0.096  0.29
C 2.268 3.635 1.334  0.12
C 2.889 4.947 0.975  -1.31
H 1.574 3.686 2.180  0.43
H 3.552 4.890 0.106  0.31
H 3.470 5.343 1.819  0.30
H 2.112 5.691 0.755  0.26
Be 0.428 -0.797 -0.251  0.94
Cl 1.524 -2.396 0.214  -0.54
Cl -0.830 -1.011 -1.823  -0.57
H -3.200 -6.187 -1.591  0.33
H -0.365 -6.623 -1.387  0.27
C -2.807 -5.363 -2.208  -1.00
C -0.380 -5.704 -1.996  -0.89
N -1.540 -4.879 -1.700  0.34
H -3.529 -4.543 -2.211  0.27
C -1.552 -3.983 -0.670  -0.02
O -2.565 -3.557 -0.130  -0.65
H 0.536 -5.137 -1.806  0.28
H -0.534 -3.648 -0.384  0.27
H -2.648 -5.740 -3.224  0.32
H -0.419 -6.000 -3.052  0.31
H 0.470 2.975 -1.698  0.28
H 0.108 4.433 0.350  0.12
C -0.590 2.707 -1.793  -0.82
C -0.904 4.469 -0.087  -0.79
N -1.280 3.153 -0.594  0.46
H -0.679 1.616 -1.882  -0.06
C -2.555 2.693 -0.343  0.12
O -3.099 1.783 -0.958  -0.57
H -1.614 4.763 0.699  0.32
H -3.032 3.236 0.496  0.23
H -1.014 3.191 -2.689  0.34
H -0.908 5.223 -0.893  0.34
O 1.041 0.748 0.054  -0.26
C 1.781 1.172 1.131  0.25
C -0.298 2.017 2.326  0.89
C 0.921 1.351 2.398  -0.73
H -0.672 2.304 1.339  0.34
C -1.010 2.309 3.491  -0.78
H 2.544 0.403 1.358  0.52
C 1.436 0.972 3.640  -0.23
H -1.970 2.820 3.419  0.36
C -0.497 1.936 4.734  -0.62
C 0.728 1.265 4.807  -0.91
H 2.398 0.450 3.662  0.42
H -1.053 2.153 5.650  0.39
H 1.138 0.964 5.773  0.33
Si 1.878 -1.394 -3.823  0.09
Cl 2.105 -0.101 -2.151  -0.15
C 0.440 -0.869 -4.905  -0.92
C 1.672 -3.112 -3.099  -0.19
C 3.406 -1.405 -4.925  -1.12
H -0.376 -0.443 -4.307  0.24
H 0.045 -1.742 -5.446  0.32
H 0.768 -0.137 -5.657  0.31
H 3.421 -0.541 -5.600  0.29
H 3.419 -2.304 -5.557  0.31
H 4.332 -1.403 -4.339  0.26
H 0.997 -3.044 -2.235  -0.51
H 2.635 -3.509 -2.746  0.34
H 1.250 -3.813 -3.835  0.36
C -3.666 -0.652 4.423  -1.75
C -2.702 -0.770 3.278  1.32
C -3.046 -0.353 1.993  -1.23
C -2.110 -0.460 0.966  -0.79
N -0.848 -0.885 1.138  1.35
C -0.541 -1.348 2.367  -0.47
C -1.423 -1.301 3.447  -1.14
H -4.310 0.229 4.307  0.37
H -4.325 -1.530 4.497  0.34
H -3.134 -0.561 5.379  0.37
H -4.018 0.058 1.765  0.45
H -2.382 -0.217 -0.048  0.68
H 0.456 -1.768 2.492  0.41
H -1.087 -1.649 4.424  0.33

The HOMO-LUMO gap comes out at 8.04 eV. Its HOMO energy is -5.3 eV. The energy above the lowest of the compared OMol25 structures with the same formula, charge and spin comes out at 0.0 kJ/mol. As for the total charge: -1.


(7)
The following is a quantum chemistry calculation of 2 unconnected molecules or ions with the total composition C4H5O3P in a non-equilibrium geometry, from the Open Molecules 2025 dataset.

Each line ends with the Mulliken charge.
Positions of all 13 atoms, in Å:
C -1.246 0.593 0.477  -0.71
C 1.782 -0.949 -0.353  -0.65
C -0.727 1.430 -0.485  -0.66
C 2.178 0.266 -0.202  -0.15
O 4.863 1.537 0.005  -0.73
O 4.054 -0.532 1.404  -0.65
O 4.453 -0.764 -1.120  -0.69
P 4.212 0.176 0.077  0.71
H -0.686 -0.210 1.009  0.26
H -2.402 0.709 0.757  0.17
H 2.626 -1.669 0.021  0.29
H 0.917 -1.386 -0.790  0.45
H 0.350 1.219 -0.686  0.35

The HOMO-LUMO gap (spin up / spin down) comes out at 5.73 / 5.77 eV. Its HOMO energy (spin up / spin down) is 0.0 / -0.1 eV. The energy above the lowest of the compared OMol25 structures with the same formula, charge and spin comes out at 439.6 kJ/mol. As for the total charge: -2.


(8)
The following is a quantum chemistry calculation of 2 unconnected molecules or ions with the total composition C4H10S in a non-equilibrium geometry, from the Open Molecules 2025 dataset.

Each line ends with the Mulliken charge.
Positions of all 15 atoms, in Å:
C -2.117 6.248 -0.565  -0.74
S -0.492 5.914 -1.136  -0.20
H -2.383 7.130 -0.003  0.31
H -2.733 6.051 -1.411  0.26
H -2.669 5.375 0.009  0.27
H 0.167 5.220 -0.239  0.10
C -0.003 -4.345 0.351  -1.07
C 1.378 -3.536 0.106  0.07
C 2.582 -3.880 0.655  -0.73
H -0.817 -3.714 0.226  0.33
H -0.195 -5.129 -0.415  0.25
H 0.185 -4.791 1.237  0.33
H 1.100 -2.780 -0.691  0.24
H 3.238 -3.054 0.574  0.26
H 2.759 -4.710 1.303  0.30

The HOMO-LUMO gap comes out at 10.22 eV. The SMILES is C=CC.CS. Its HOMO energy is -9.2 eV. The energy above the lowest of the compared OMol25 structures with the same formula, charge and spin comes out at 247.0 kJ/mol.